The following is a DFT calculation (ωB97M-V/def2-TZVPD) of a molecular structure, C49H62CrGeN5SSe at a distorted geometry.

Structure (XYZ):
```
120
C49H62CrGeN5SSe ωB97M-V/def2-TZVPD
Cr 0.081 -0.042 -0.444
S 2.298 -2.183 -3.101
C 1.818 -3.542 -2.142
C 2.751 -4.561 -1.806
C 2.342 -5.684 -1.126
C 0.995 -5.824 -0.777
C 0.154 -4.782 -1.093
N 0.531 -3.665 -1.728
H 3.782 -4.421 -2.103
H 3.057 -6.458 -0.867
H 0.627 -6.704 -0.262
H -0.900 -4.815 -0.815
N 0.070 2.511 -6.206
C 0.085 2.014 -4.922
C 1.251 1.528 -4.343
C 1.203 0.973 -3.082
N 0.083 0.874 -2.362
C -1.029 1.376 -2.907
C -1.085 1.939 -4.159
H 0.958 2.813 -6.572
H -0.694 3.122 -6.435
H 2.195 1.579 -4.870
H 2.099 0.592 -2.614
H -1.920 1.340 -2.286
H -2.026 2.316 -4.542
C -4.120 -4.100 -2.469
Ge -4.715 -2.474 -1.552
C -5.129 -2.933 0.300
C -6.319 -1.768 -2.435
C -3.344 -1.073 -1.573
Se -1.524 -1.840 -1.499
C -1.335 -1.952 -3.424
H -4.732 -4.952 -2.162
H -3.081 -4.302 -2.198
H -4.181 -3.999 -3.555
H -5.804 -3.791 0.343
H -5.594 -2.086 0.811
H -4.205 -3.187 0.830
H -7.151 -2.473 -2.366
H -6.115 -1.574 -3.492
H -6.620 -0.829 -1.963
H -3.479 -0.459 -0.682
H -3.442 -0.429 -2.449
H -1.845 -2.846 -3.773
H -0.267 -2.019 -3.627
H -1.760 -1.061 -3.884
N -2.440 1.506 0.403
C -3.540 1.245 1.218
C -3.711 0.010 1.851
C -4.862 -0.243 2.586
C -5.870 0.707 2.694
C -5.702 1.936 2.063
C -4.552 2.205 1.338
H -2.195 2.477 0.294
H -1.637 0.891 0.449
H -2.937 -0.744 1.766
H -4.964 -1.201 3.086
H -6.770 0.495 3.258
H -6.475 2.692 2.133
H -4.425 3.168 0.850
C -0.232 1.257 5.201
C -0.157 1.950 3.970
C -0.202 1.264 2.790
C -0.296 -0.158 2.738
C -0.277 -0.869 1.477
C -0.402 -2.243 1.590
C -0.519 -2.935 2.821
C -0.507 -2.251 4.000
C -0.392 -0.838 3.984
C -0.361 -0.102 5.200
H -0.197 1.805 6.136
H -0.058 3.031 3.960
H -0.136 1.816 1.865
H -0.379 -2.858 0.700
H -0.608 -4.017 2.816
H -0.577 -2.767 4.952
H -0.445 -0.648 6.134
C -1.023 5.122 -0.963
C 0.250 4.559 -0.372
C 1.246 5.405 0.115
C 2.388 4.835 0.668
C 3.492 5.714 1.211
C 2.551 3.454 0.713
C 1.582 2.543 0.205
C 0.419 3.189 -0.307
N 1.648 1.177 0.190
C 2.906 0.502 0.601
C 3.206 0.652 2.113
C 4.527 -0.041 2.476
C 4.379 -1.547 2.225
C 4.065 -1.764 0.741
C 5.241 -1.261 -0.097
C 5.391 0.247 0.136
C 5.668 0.521 1.619
C 4.094 0.941 -0.289
C 2.778 -1.013 0.367
H -0.871 6.145 -1.312
H -1.826 5.145 -0.218
H -1.363 4.516 -1.806
H 1.129 6.484 0.070
H 3.199 6.765 1.198
H 4.401 5.605 0.613
H 3.742 5.441 2.240
H 3.462 3.102 1.171
H -0.372 2.573 -0.700
H 2.385 0.176 2.656
H 3.229 1.691 2.439
H 4.747 0.139 3.532
H 3.567 -1.943 2.844
H 5.303 -2.072 2.499
H 3.905 -2.829 0.548
H 5.050 -1.458 -1.158
H 6.162 -1.785 0.186
H 6.221 0.632 -0.465
H 5.763 1.601 1.788
H 6.618 0.057 1.911
H 3.856 0.643 -1.317
H 4.229 2.021 -0.297
H 1.966 -1.410 0.975
H 2.549 -1.201 -0.688
```

Summary:
Gap between HOMO and LUMO (alpha / beta): 6.159 / 6.337 eV
Total charge: -1
Largest force on an atom: 1.028 eV/A
DFT total energy: -8099.29768 hartree
Energy above the lowest of the compared OMol25 structures with the same formula, charge and spin: 18.79 kcal per mole
HOMO level (alpha / beta): -0.1460 / -0.1526 Eh
Expectation value of S²: 6.028
2S+1: 5

Results of the Löwdin charge analysis, in e, for atoms 1 through 6: 0.502 0.513 -0.794 -0.135 -0.105 -0.105

The following is a DFT calculation (ωB97M-V/def2-TZVPD) of a single C10H7O2PS2 molecule at a distorted geometry.

Structure (XYZ):
```
22
C10H7O2PS2 ωB97M-V/def2-TZVPD
O 2.780 0.508 -2.300
C 2.209 0.214 -1.110
C 3.061 -0.412 0.184
S 4.937 -0.156 0.119
C 2.333 -1.128 1.274
C 0.677 -1.360 1.242
O 0.214 -2.396 1.947
C -0.199 -0.331 0.316
C -1.804 -0.024 0.452
P -2.876 -0.900 1.767
S -4.107 -2.100 0.775
C -2.587 1.048 -0.561
C -1.755 1.861 -1.759
C -0.137 1.569 -1.889
C 0.607 0.491 -0.898
H 5.203 0.194 -1.244
H 2.997 -1.570 2.162
H -2.145 -1.639 2.764
H -3.763 0.102 2.374
H -3.753 1.258 -0.430
H -2.345 2.604 -2.463
H 0.454 2.167 -2.721
```

Summary:
Gap between HOMO and LUMO: 6.215 eV
Largest force on an atom: 8.498 eV/A
DFT total energy: -1673.02025 hartree
HOMO level: -0.3134 Eh

Results of the Löwdin charge analysis, in e, for atoms 1 through 6: -0.064 -0.218 -0.450 0.687 -0.008 -0.210

The following is a DFT calculation (ωB97M-V/def2-TZVPD) of a molecular structure, C3H5LuO3 at a distorted geometry.

Structure (XYZ):
```
12
C3H5LuO3 ωB97M-V/def2-TZVPD
H -2.577 -0.821 0.156
O 1.102 -0.702 -0.872
C 1.283 0.374 -0.291
C -1.452 -0.687 -0.161
O 2.374 1.021 -0.198
O 0.253 0.979 0.323
C -0.749 0.138 0.902
Lu 4.185 1.233 -1.663
H -1.127 -1.734 -0.146
H -1.581 -0.121 -1.092
H -0.268 -0.506 1.649
H -1.444 0.827 1.394
```

Summary:
Gap between HOMO and LUMO (alpha / beta): 6.803 / 5.352 eV
Total charge: +1
Largest force on an atom: 6.052 eV/A
DFT total energy: -1578.19758 hartree
Energy above the lowest of the compared OMol25 structures with the same formula, charge and spin: 3.98 kcal per mole
HOMO level (alpha / beta): -0.4760 / -0.4750 Eh
Expectation value of S²: 0.751
2S+1: 2

Results of the Löwdin charge analysis, in e, for atoms 1 through 6: 0.111 0.041 -0.776 -0.095 -0.304 -0.007

The following is a DFT calculation (ωB97M-V/def2-TZVPD) of a molecular structure, C31H47BiNO3P2S at a distorted geometry.

Structure (XYZ):
```
86
C31H47BiNO3P2S ωB97M-V/def2-TZVPD
Bi 0.721 -0.441 -1.079
C -0.300 -3.047 2.978
C 1.060 -3.265 2.616
C 1.011 -1.591 4.185
C -0.323 -2.055 3.992
C 1.860 -2.344 3.335
C -1.489 -3.679 2.397
H -1.230 -4.511 1.739
H -2.041 -2.932 1.803
H -2.172 -4.038 3.178
C -1.523 -1.678 4.750
H -2.303 -1.246 4.110
H -1.282 -0.946 5.530
H -1.966 -2.569 5.224
C 1.437 -0.531 5.111
H 0.871 -0.578 6.051
H 1.296 0.472 4.674
H 2.505 -0.632 5.348
C 3.329 -2.240 3.258
H 3.816 -2.879 4.007
H 3.652 -1.212 3.444
H 3.686 -2.557 2.275
C 1.567 -4.304 1.701
H 1.995 -5.162 2.253
H 2.374 -3.909 1.065
H 0.766 -4.697 1.062
C -1.325 0.650 -4.935
C -1.676 -0.629 -4.741
C -0.862 -1.816 -5.123
C 0.655 -1.640 -4.951
C 1.123 -0.753 -3.837
C 1.507 0.532 -4.022
C 1.116 1.452 -5.125
C -0.234 1.141 -5.831
H -1.023 -2.080 -6.188
H 1.095 -1.288 -5.905
H -1.212 -2.686 -4.541
H -0.047 0.435 -6.652
H -1.988 1.445 -4.573
H -2.714 -0.861 -4.468
H -0.564 2.086 -6.300
H 1.064 2.487 -4.745
H 2.309 0.948 -3.425
H 1.899 1.472 -5.906
H 1.072 -2.646 -4.735
H 1.476 -1.383 -2.999
P -1.477 0.829 -1.374
P 2.182 1.897 -1.005
C -0.542 2.168 -2.315
C 0.799 2.870 -1.840
H -1.308 2.951 -2.462
H -0.351 1.674 -3.273
H 1.284 3.380 -2.691
H 0.513 3.637 -1.104
C 2.968 2.971 0.237
H 3.118 2.401 1.156
H 2.360 3.853 0.451
H 3.948 3.268 -0.154
C 3.812 1.379 -1.750
H 4.156 2.113 -2.501
H 3.789 0.370 -2.180
H 4.533 1.353 -0.918
C -3.146 1.402 -1.033
H -3.344 1.334 0.046
H -3.844 0.760 -1.584
H -3.229 2.448 -1.384
C -2.074 -0.947 -1.847
H -2.462 -1.432 -0.940
H -1.342 -1.636 -2.305
H -2.916 -0.893 -2.545
O -2.081 -0.930 1.129
C -1.454 0.047 1.582
N -0.236 0.441 1.062
S 0.339 1.854 1.835
O 1.594 1.606 2.520
O 0.227 3.013 0.976
C -0.993 1.938 2.945
C -1.296 3.038 3.731
C -2.522 3.026 4.401
C -3.421 1.959 4.245
C -3.134 0.913 3.360
C -1.904 0.927 2.688
H -0.579 3.848 3.787
H -2.781 3.858 5.046
H -4.355 1.943 4.819
H -3.815 0.072 3.186
```

Summary:
Gap between HOMO and LUMO (alpha / beta): 4.918 / 4.853 eV
Total charge: +1
Largest force on an atom: 3.663 eV/A
DFT total energy: -2784.93305 hartree
Energy above the lowest of the compared OMol25 structures with the same formula, charge and spin: 107.16 kcal per mole
HOMO level (alpha / beta): -0.3133 / -0.3170 Eh

Results of the Löwdin charge analysis, in e, for atoms 1 through 6: 1.437 -0.175 -0.220 -0.185 -0.214 -0.190

The following is a DFT calculation (ωB97M-V/def2-TZVPD) of 2 unconnected molecules or ions with the total composition C5H8O2 at a distorted geometry.

Structure (XYZ):
```
15
C5H8O2 ωB97M-V/def2-TZVPD
C -0.077 0.985 -0.272
C -0.714 -0.028 0.183
C 2.292 -1.074 -0.601
C 2.178 0.292 -0.019
C -2.193 0.033 0.385
O 2.085 -0.780 0.805
O 3.129 1.215 0.107
H -0.442 1.927 -0.649
H -0.184 -0.978 0.349
H 1.540 -1.503 -1.219
H 3.316 -1.356 -0.814
H -2.646 0.151 1.415
H -2.479 0.668 -0.337
H -2.426 -0.953 -0.023
H 3.247 1.251 1.104
```

Summary:
Gap between HOMO and LUMO: 8.803 eV
Largest force on an atom: 4.691 eV/A
DFT total energy: -345.58085 hartree
Energy above the lowest of the compared OMol25 structures with the same formula, charge and spin: 140.63 kcal per mole
HOMO level: -0.2993 Eh

Results of the Löwdin charge analysis, in e, for atoms 1 through 6: 0.089 -0.291 -0.044 -0.420 -0.103 -0.008

The following is a DFT calculation (ωB97M-V/def2-TZVPD) of a molecular structure, C7H3NO5RuSbSe4 at a distorted geometry.

Structure (XYZ):
```
22
C7H3NO5RuSbSe4 ωB97M-V/def2-TZVPD
Ru -1.209 1.397 -0.996
O 1.744 -3.102 0.211
C 0.780 -2.251 -0.206
C -0.080 -1.625 0.685
C -1.031 -0.775 0.157
N -1.123 -0.584 -1.175
C -0.167 -1.031 -2.006
C 0.769 -1.926 -1.570
C -0.017 -0.083 -3.197
O 0.321 -0.469 -4.295
O -0.223 1.155 -2.817
C -1.748 0.348 0.917
O -1.327 0.637 2.065
O -2.719 0.944 0.296
H 1.794 -3.076 1.176
H 0.030 -1.716 1.759
H 1.548 -2.279 -2.233
Se 2.304 4.001 2.408
Sb 0.243 2.607 2.195
Se -0.524 3.393 -0.154
Se -1.224 3.552 3.939
Se 1.858 0.885 2.841
```

Summary:
Gap between HOMO and LUMO (alpha / beta): 6.469 / 5.305 eV
Total charge: -1
Largest force on an atom: 2.397 eV/A
DFT total energy: -10640.45393 hartree
HOMO level (alpha / beta): -0.1840 / -0.1887 Eh
Expectation value of S²: 6.035
2S+1: 5

Results of the Löwdin charge analysis, in e, for atoms 1 through 6: 0.921 0.079 -0.275 0.039 -0.184 -0.019